[1]
Here is a cluster of 2 separate species, C33H56BN2O7 in total from the Open Molecules 2025 dataset. Energies are from ωB97M-V with the def2-TZVPD basis set.

* HOMO level: -4.45 eV
* orbital gap: 5.67 eV

The geometry in ORCA input format:
```
! wB97M-V def2-TZVPD RIJCOSX def2/J DEFGRID3
* xyz -1 1
C 0.492 -0.046 5.802
C -0.713 -0.700 5.514
C -2.036 -1.515 4.897
C -2.347 -1.098 3.315
O -1.843 -2.077 2.305
B -1.333 -1.409 1.086
C 0.286 -1.186 0.884
C 1.239 -2.226 1.720
C 2.594 -1.358 2.172
C 3.489 -0.948 0.852
N 3.535 0.539 0.564
C 4.120 1.340 1.706
C 4.249 0.779 -0.750
C 5.535 1.773 -0.991
O 3.763 0.154 -1.858
C -1.820 -2.050 -0.386
C -3.179 -2.967 -0.261
O -3.639 -3.234 -1.649
C -3.165 -4.540 -2.133
C -3.182 -4.676 -3.794
O -1.820 0.000 1.296
C -1.743 0.321 2.746
C -2.412 1.738 3.274
C -2.360 2.873 2.070
C -2.495 4.434 2.656
C -1.116 5.298 2.553
C -0.895 6.190 1.218
C -2.114 6.240 0.138
C -1.923 5.001 -0.941
C -2.836 5.136 -2.295
C -2.161 4.218 -3.480
C -1.717 2.710 -3.016
O -0.992 2.115 -4.187
C 0.416 2.542 -4.071
H 1.570 0.456 5.875
H -2.994 -1.359 5.555
H -1.755 -2.670 5.002
H -3.530 -0.974 3.343
H 0.579 -0.091 1.255
H 0.630 -1.213 -0.258
H 1.514 -3.216 1.148
H 0.705 -2.522 2.744
H 2.188 -0.449 2.788
H 3.265 -2.103 2.819
H 3.063 -1.594 -0.048
H 4.591 -1.298 1.043
H 4.334 2.481 1.431
H 5.074 0.791 2.125
H 3.358 1.393 2.623
H 6.352 1.735 -0.153
H 6.029 1.563 -2.051
H 5.112 2.882 -1.036
H -2.010 -1.123 -1.101
H -0.894 -2.678 -0.796
H -4.080 -2.397 0.270
H -2.960 -3.989 0.282
H -3.854 -5.426 -1.736
H -2.071 -4.805 -1.753
H -2.479 -5.533 -4.188
H -4.291 -4.935 -4.125
H -2.910 -3.665 -4.330
H -0.594 0.513 2.999
H -3.512 1.576 3.698
H -1.712 2.167 4.139
H -3.314 2.738 1.371
H -1.397 2.720 1.414
H -3.457 4.946 2.234
H -2.704 4.280 3.823
H -0.218 4.513 2.604
H -0.969 5.989 3.504
H -0.598 7.303 1.521
H 0.058 5.760 0.644
H -1.951 7.232 -0.506
H -3.193 6.332 0.581
H -2.100 3.936 -0.491
H -0.785 5.068 -1.295
H -2.768 6.278 -2.633
H -3.984 4.924 -2.122
H -3.004 4.077 -4.312
H -1.254 4.809 -3.961
H -2.643 2.015 -2.725
H -0.948 2.671 -2.126
H 0.560 3.550 -3.462
H 0.931 2.740 -5.123
H 1.019 1.717 -3.463
C 3.141 -3.972 -2.824
C 4.250 -4.818 -2.870
C 4.161 -6.118 -2.369
C 2.950 -6.564 -1.824
C 1.836 -5.715 -1.769
C 1.938 -4.416 -2.271
N 2.842 -7.938 -1.318
O 3.855 -8.652 -1.367
O 1.745 -8.306 -0.875
H 3.213 -2.961 -3.221
H 5.185 -4.464 -3.301
H 5.035 -6.764 -2.412
H 0.891 -6.047 -1.344
H 1.078 -3.750 -2.236
*
```

[2]
Here is a structure of composition C25H31N3OP2Tc from the Open Molecules 2025 dataset. Energies are from ωB97M-V with the def2-TZVPD basis set.

* expectation value of S²: 3.7697
* HOMO level (spin up / spin down): -13.66 / -13.67 eV
* energy above the lowest of the compared OMol25 structures with the same formula, charge and spin: 0.0 kJ/mol
* orbital gap (spin up / spin down): 6.63 / 5.83 eV

The geometry in ORCA input format:
```
! wB97M-V def2-TZVPD RIJCOSX def2/J DEFGRID3
* xyz 2 4
C -1.853 3.665 -2.780
C -1.595 2.336 -2.464
C -0.284 1.817 -2.639
C 0.755 2.642 -3.201
C 0.438 3.992 -3.496
C -0.829 4.499 -3.270
C 2.019 2.064 -3.364
C 2.232 0.702 -3.115
C 1.121 -0.069 -2.616
C 1.253 -1.467 -2.373
C 2.508 -2.055 -2.479
C 3.625 -1.292 -2.881
C 3.483 0.042 -3.221
H -2.861 4.049 -2.643
H 1.235 4.632 -3.885
H -1.062 5.538 -3.485
H 2.850 2.666 -3.736
H 2.608 -3.114 -2.240
H 4.597 -1.782 -2.920
H 4.343 0.626 -3.562
N 0.008 0.571 -2.166
Tc -0.299 0.305 0.374
C -2.645 1.432 -1.872
H -2.626 0.423 -2.311
H -3.642 1.880 -1.932
C 0.029 -2.225 -1.895
H -0.877 -1.909 -2.431
H 0.172 -3.307 -2.001
P -2.306 1.199 -0.057
P -0.312 -1.903 -0.091
C 0.950 -3.000 0.637
H 0.833 -3.024 1.728
H 0.815 -4.009 0.227
H 1.955 -2.642 0.382
C -1.844 -2.814 0.230
H -1.675 -3.867 -0.027
H -2.071 -2.726 1.301
H -2.672 -2.410 -0.362
C -2.669 2.887 0.529
H -3.650 3.208 0.155
H -2.666 2.870 1.625
H -1.889 3.577 0.187
C -3.777 0.275 0.449
H -3.786 0.207 1.544
H -4.653 0.831 0.093
H -3.762 -0.734 0.024
H 1.027 1.215 -0.007
H -1.125 1.117 1.576
N 0.728 -2.193 6.630
C 0.020 -1.688 5.581
O -1.209 -1.678 5.565
C 0.835 -1.165 4.430
C 2.234 -1.237 4.335
C 2.833 -0.694 3.207
C 2.075 -0.171 2.167
N 0.723 -0.172 2.202
C 0.120 -0.612 3.353
H 0.207 -2.521 7.424
H 1.719 -2.063 6.726
H 2.821 -1.712 5.117
H 3.907 -0.708 3.085
H 2.530 0.240 1.259
H -0.971 -0.538 3.377
*
```

Per-record DFT total energy, hartree: -1951.4546, -1973.7131